{
  "formula": "C5H8O3",
  "method": "ωB97M-V/def2-TZVPD",
  "elements": ["O", "H", "H", "C", "H", "C", "O", "C", "H", "C", "O", "H", "H", "C", "H", "H"],
  "coordinates": [[-2.8850, -1.3107, -0.3583], [2.3600, 1.1721, 0.1648], [1.8556, 0.7608, -1.4840], [-0.3154, 0.7865, 0.1633], [-0.3611, 1.3047, 1.1126], [2.0377, 0.3675, -0.4885], [1.0929, -0.8072, 1.3329], [-2.3160, -1.4513, 0.6208], [2.8224, -0.3823, -0.5296], [0.7613, -0.2630, 0.0734], [-1.7514, -1.6043, 1.6059], [-1.0699, 0.6158, -1.7867], [0.4321, -1.0669, -0.6097], [-1.1142, 1.1199, -0.8348], [-1.8458, 1.9042, -0.7445], [0.2966, -1.1458, 1.7623]],
  "orbital_gap_ev": 10.479,
  "de_lowest_ev": 0.355,
  "smiles": "C=C[C@@H](C)O.O=C=O",
  "total_charge": 0,
  "e_tot_ev": -11457.164,
  "multiplicity": 1
}

---

{
  "formula": "C5H8O3P",
  "method": "ωB97M-V/def2-TZVPD",
  "elements": ["C", "C", "H", "H", "H", "H", "O", "H", "H", "C", "H", "O", "P", "H", "C", "O", "C"],
  "coordinates": [[-1.1305, -0.6470, 0.4043], [0.8077, -0.2330, -1.2925], [0.6161, 0.0999, 2.0369], [-0.8225, -1.3862, 1.0779], [1.9751, 0.7741, 1.1191], [-0.2585, 2.1784, 0.8011], [-1.7570, -2.9197, -0.8571], [0.6922, 2.2402, -0.5536], [-1.1635, 1.7281, -0.8385], [1.2206, 0.0265, 1.1149], [1.4762, -1.1715, 1.1353], [1.8648, 0.2389, -1.7346], [-1.6136, -1.4991, -1.2439], [-2.1006, -0.2115, 0.7973], [-0.1485, 1.7419, -0.2238], [0.1406, -1.2865, -1.7905], [0.2015, 0.3265, 0.0477]],
  "orbital_gap_ev": [2.965, 8.204],
  "total_charge": -1,
  "e_tot_ev": -20743.706,
  "multiplicity": 3
}

---

{
  "formula": "C5H8O3S",
  "method": "ωB97M-V/def2-TZVPD",
  "elements": ["H", "S", "H", "H", "C", "H", "C", "C", "O", "H", "H", "C", "H", "O", "H", "C", "O"],
  "coordinates": [[-0.0470, 1.9188, 1.6388], [1.5522, 0.0209, 0.0131], [-1.8332, 1.3886, 1.1586], [1.4461, -2.3914, 0.3093], [-0.7763, 0.8173, -1.1319], [-1.7776, 0.7101, -1.1337], [0.9712, -1.6295, -0.4224], [-0.4603, -1.2275, 0.0696], [2.1714, -0.0044, 1.2974], [0.8744, -1.9575, -1.5210], [-0.4983, 0.1823, -2.0494], [-0.7804, 1.0755, 1.3351], [-0.9215, 0.4547, 2.2395], [-1.3622, -2.0053, 0.3323], [-0.5034, 1.8488, -1.2115], [-0.3174, 0.1939, 0.1649], [2.2622, 0.6048, -1.0885]],
  "orbital_gap_ev": 10.501,
  "de_lowest_ev": 2.303,
  "total_charge": 0,
  "e_tot_ev": -22290.152,
  "multiplicity": 1
}

---

{
  "formula": "C5H8O4",
  "method": "ωB97M-V/def2-TZVPD",
  "elements": ["C", "C", "H", "H", "O", "H", "H", "O", "H", "O", "C", "O", "C", "H", "H", "C", "H"],
  "coordinates": [[-0.8841, -2.3783, -0.7679], [-0.4339, 1.9998, 1.3031], [1.0016, -1.5349, -2.9100], [-0.0260, 2.3920, 0.3719], [0.9298, 3.1028, 2.9335], [1.2516, -2.7289, -0.9642], [0.9471, -1.3975, 0.1066], [-1.7692, -1.6078, -1.1759], [0.0228, 1.0199, 1.4943], [-1.0007, -3.5619, -0.3519], [0.5922, -1.8660, -0.8218], [-1.3092, 3.3988, 3.0495], [-0.2589, 2.9274, 2.5468], [1.6513, -0.2316, -1.7878], [-1.4903, 1.7394, 1.2129], [0.8439, -0.9205, -2.0202], [-0.0679, -0.3527, -2.2188]],
  "orbital_gap_ev": 7.890,
  "de_lowest_ev": 0.197,
  "total_charge": -2,
  "e_tot_ev": -13505.517,
  "multiplicity": 1
}

---

{
  "formula": "C5H8O4",
  "method": "ωB97M-V/def2-TZVPD",
  "elements": ["O", "C", "H", "H", "H", "H", "C", "C", "C", "H", "C", "H", "O", "H", "O", "H", "O"],
  "coordinates": [[0.4620, 1.7198, -2.8490], [0.3639, -0.0027, 0.3092], [-0.7664, 1.4923, 1.4018], [-1.8963, 0.4907, -0.7338], [1.7305, -1.4550, 1.1402], [1.7390, -1.3690, -0.6323], [1.6612, -0.7835, 0.2845], [-0.2965, 1.3274, -2.0214], [0.1519, 0.9307, 1.3373], [0.9847, 1.2650, 1.9395], [-0.8729, -0.7698, 0.4373], [-1.7110, -2.3893, 0.9088], [-1.5003, 1.4073, -1.7046], [0.2760, 0.5762, -1.0481], [-0.8161, -2.0155, 0.8827], [2.4993, -0.0896, 0.3211], [-2.0091, -0.3349, 0.0270]],
  "orbital_gap_ev": 7.824,
  "de_lowest_ev": 3.367,
  "total_charge": 0,
  "e_tot_ev": -13501.716,
  "multiplicity": 1
}

---

{
  "formula": "C5H8O4Ru",
  "method": "ωB97M-V/def2-TZVPD",
  "elements": ["H", "O", "H", "C", "C", "Ru", "H", "H", "O", "C", "H", "C", "C", "O", "H", "H", "O", "H"],
  "coordinates": [[-2.2917, -1.3345, 0.1431], [-0.3518, -0.6071, 0.3505], [0.4630, -1.6771, -1.2123], [1.9632, -1.0868, 0.2348], [1.6700, 3.1296, 0.2365], [0.5558, 1.3201, 0.1458], [-3.1027, 0.9190, -0.6833], [2.1002, -1.1983, 1.3326], [2.1395, 0.2270, -0.1641], [-2.1680, 0.8464, -0.0894], [-2.4745, 0.9523, 0.9755], [-1.6255, -0.5663, -0.2827], [0.5661, -1.5882, -0.1170], [-1.2281, 1.7957, -0.4509], [-1.4919, -0.7720, -1.3587], [2.6879, -1.7786, -0.2406], [2.2416, 3.9874, 0.8438], [0.3468, -2.5687, 0.3366]],
  "orbital_gap_ev": [4.665, 7.993],
  "total_charge": 0,
  "e_tot_ev": -16078.503,
  "multiplicity": 7
}

---

{
  "formula": "C5H8O6S",
  "method": "ωB97M-V/def2-TZVPD",
  "elements": ["C", "O", "H", "C", "H", "O", "O", "C", "S", "H", "H", "O", "C", "H", "O", "O", "H", "C", "H", "H"],
  "coordinates": [[0.8146, -0.2936, 0.2131], [1.2558, -1.4296, 2.5636], [-1.5668, -1.9992, 0.7441], [-1.4802, -1.0942, 0.2001], [-2.5237, -0.7159, 0.3125], [1.8707, 0.8858, 2.2733], [2.3019, 0.7753, -1.6300], [-0.9997, 1.3236, -0.1141], [1.9527, -0.4562, 1.7629], [-1.7329, 2.0077, 0.2494], [-0.0196, 2.0235, -0.1916], [3.2656, -0.8734, 1.2702], [1.6488, 0.0672, -0.9058], [-1.3270, -1.3244, -0.9631], [-1.6311, 0.5233, -2.7497], [1.2878, -1.2305, -0.8361], [-1.1766, 1.0359, -1.2290], [-0.5729, 0.0396, 0.6025], [-0.8104, 0.6009, -3.2913], [-0.5570, 0.1343, 1.7192]],
  "orbital_gap_ev": 6.206,
  "de_lowest_ev": 2.210,
  "total_charge": -2,
  "e_tot_ev": -28432.331,
  "multiplicity": 1
}

---

{
  "formula": "C5H8OS",
  "method": "ωB97M-V/def2-TZVPD",
  "elements": ["H", "H", "H", "C", "C", "C", "H", "H", "C", "H", "S", "O", "H", "C", "H"],
  "coordinates": [[-0.8834, -0.4492, 1.6931], [1.0253, 0.6990, -1.7343], [-1.0143, 2.0615, 0.3250], [1.6865, -0.3350, 0.7812], [-1.1531, 0.7871, -1.6385], [0.3748, -0.2757, 0.0340], [2.0792, -1.3897, 0.8254], [-0.4289, -2.0463, 1.0730], [-0.6917, -0.9939, 0.7839], [-1.6038, -1.0857, 0.1508], [-1.9497, 2.1772, -0.7129], [-1.6255, 0.3109, -2.6518], [1.4724, -0.1176, 1.8431], [0.2409, 0.2916, -1.1236], [2.4712, 0.3659, 0.3516]],
  "orbital_gap_ev": 10.150,
  "de_lowest_ev": 0.977,
  "smiles": "CC(C)=CC(=O)S",
  "total_charge": 0,
  "e_tot_ev": -18196.326,
  "multiplicity": 1
}

---

{
  "formula": "C5H8OS",
  "method": "ωB97M-V/def2-TZVPD",
  "elements": ["H", "C", "C", "H", "S", "H", "H", "H", "O", "H", "C", "C", "H", "C", "H"],
  "coordinates": [[2.5144, -0.4642, -1.8659], [0.2153, 0.2697, 0.7800], [0.9852, -0.2686, -0.4361], [-1.8329, -0.2375, 1.4208], [-0.2389, -0.6616, -1.7255], [-1.9235, 0.8597, -1.0412], [-0.0172, 1.8760, 1.6217], [2.8888, 0.1553, -0.1562], [0.1645, 1.6397, 0.6929], [0.7728, 0.0185, 1.7411], [2.2486, -0.1963, -0.8729], [-1.0938, -0.4316, 0.7077], [-2.3247, -0.8784, -0.8648], [-1.5658, -0.1750, -0.7137], [-0.7925, -1.5059, 0.7121]],
  "orbital_gap_ev": 8.714,
  "de_lowest_ev": 1.479,
  "smiles": "C=C1SCC[C@@H]1O",
  "total_charge": 0,
  "e_tot_ev": -18195.823,
  "multiplicity": 1
}

---

{
  "formula": "C5H8OS",
  "method": "ωB97M-V/def2-TZVPD",
  "elements": ["O", "H", "H", "H", "C", "C", "S", "H", "C", "C", "H", "H", "H", "C", "H"],
  "coordinates": [[0.2881, -0.2985, -1.2572], [2.1607, 0.9565, 1.4210], [2.4219, -0.4313, 0.1363], [-0.9384, 0.5036, 1.6341], [-0.8625, -1.0364, -1.2591], [-0.8576, 0.1732, 0.6321], [0.6600, 2.1816, -0.6250], [-0.2361, 2.8106, 0.1694], [0.3584, 0.4142, -0.1472], [1.7445, 0.0794, 0.9747], [1.3220, -0.6250, 1.6327], [-1.3741, -0.6414, -2.1674], [-2.5423, -1.1525, 0.1163], [-1.5553, -0.7982, 0.0345], [-0.5893, -2.1359, -1.2952]],
  "orbital_gap_ev": [6.126, 6.545],
  "de_lowest_ev": 2.658,
  "total_charge": 0,
  "e_tot_ev": -18190.729,
  "multiplicity": 3
}